## i
Computed, not measured: a single C8H12N2 molecule, with ωB97M-V with the def2-TZVPD basis set.

Geometry as XYZ:
```
22
C8H12N2, DFT ωB97M-V with the def2-TZVPD basis set
H -3.108 1.750 -1.559
N -2.784 1.265 -0.727
C -3.237 0.101 -0.568
N -2.952 -0.654 0.541
C -1.750 -0.616 0.811
C -0.496 -0.415 0.590
C 0.297 0.614 1.363
C 1.385 1.222 0.480
C 2.257 0.134 -0.137
C 1.401 -0.820 -0.962
C 0.350 -1.480 -0.073
H -3.961 -0.400 -1.229
H 0.764 0.124 2.224
H -0.371 1.393 1.730
H 1.998 1.895 1.082
H 0.918 1.807 -0.314
H 3.025 0.586 -0.769
H 2.765 -0.424 0.654
H 0.904 -0.264 -1.760
H 2.023 -1.590 -1.419
H -0.281 -2.155 -0.657
H 0.853 -2.072 0.699
```

- Kohn-Sham gap (eV) = 9.74

So, what does the Mulliken scheme give us? The charges, in e, come out as: H 0.219; N -0.532; C 0.078; N -0.667; C -0.064; C 0.633; C -0.742; C -0.625; C -0.625; C -0.604; C -0.701; H 0.376; H 0.298; H 0.396; H 0.303; H 0.335; H 0.294; H 0.314; H 0.335; H 0.309; H 0.382; H 0.288

***

## ii
Computed, not measured: a single C8H12N2 molecule, with ωB97M-V with the def2-TZVPD basis set.

Geometry as XYZ:
```
22
C8H12N2, DFT ωB97M-V with the def2-TZVPD basis set
H 1.921 2.882 2.322
N 1.173 2.237 2.572
N 0.973 1.343 1.751
C 0.428 0.403 1.126
C 0.021 1.118 -0.083
C 0.958 0.639 -1.161
C 0.642 -0.875 -1.342
C -0.270 -1.396 -0.213
C -1.634 -0.695 -0.335
C -1.429 0.845 -0.386
C 0.323 -1.080 1.175
H 2.000 0.764 -0.859
H 0.805 1.182 -2.094
H 0.111 -1.021 -2.284
H 1.562 -1.460 -1.385
H -0.398 -2.478 -0.323
H -2.259 -0.976 0.515
H -2.140 -1.031 -1.241
H -1.672 1.236 -1.376
H -2.080 1.341 0.335
H 1.303 -1.547 1.314
H -0.335 -1.430 1.972
```

- Kohn-Sham gap (alpha / beta) (eV) = 8.29 / 7.10

So, what does the Mulliken scheme give us? The charges, in e, come out as: H 0.254; N -1.246; N 0.718; C 0.390; C 0.069; C -0.902; C -0.901; C 0.221; C -0.902; C -0.730; C -0.897; H 0.286; H 0.382; H 0.352; H 0.397; H 0.381; H 0.344; H 0.392; H 0.314; H 0.331; H 0.363; H 0.384

***

Energies relative to the minimum, kJ/mol: i 0.0; ii 315.6

***

## i
Computed, not measured: a single C3H7N5 molecule, with ωB97M-V with the def2-TZVPD basis set.

Geometry as XYZ:
```
15
C3H7N5, DFT ωB97M-V with the def2-TZVPD basis set
H -1.156 1.621 3.100
N -0.940 1.391 2.139
C -0.706 0.174 1.907
N -0.238 -0.308 0.763
C -0.117 0.543 -0.379
N 0.343 0.233 -1.475
N 0.285 1.294 -2.472
N 0.040 -1.637 0.702
C 0.516 -2.307 -0.313
H -0.936 -0.746 2.462
H -0.203 1.593 -0.040
H 0.505 2.207 -2.049
H 1.196 1.102 -2.921
H 0.718 -1.800 -1.273
H 0.693 -3.358 -0.149
```

- Kohn-Sham gap (eV) = 9.90

So, what does the Mulliken scheme give us? The charges, in e, come out as: H 0.238; N -0.636; C 0.236; N 0.515; C -0.180; N -0.111; N -0.669; N -0.857; C -0.338; H 0.362; H 0.312; H 0.270; H 0.267; H 0.322; H 0.270

***

## ii
Computed, not measured: C3H7N5 as an isolated structure, with ωB97M-V with the def2-TZVPD basis set.

Geometry as XYZ:
```
15
C3H7N5, DFT ωB97M-V with the def2-TZVPD basis set
C -0.124 2.417 0.178
C 1.174 1.819 -0.018
C -1.210 -0.643 -0.391
N -0.987 1.518 0.474
N 1.177 0.502 0.038
N -0.616 0.329 0.558
N 2.140 -0.327 -0.110
N 2.132 -1.621 0.560
H -0.274 3.463 0.455
H 2.056 2.340 -0.332
H -0.528 -1.460 -0.276
H -2.233 -0.819 -0.156
H -1.239 -0.099 -1.358
H 3.049 -1.948 0.313
H 2.152 -1.507 1.555
```

- Kohn-Sham gap (alpha / beta) (eV) = 7.23 / 7.23

So, what does the Mulliken scheme give us? The charges, in e, come out as: C -0.383; C -0.038; C -0.618; N -0.467; N 0.683; N 0.109; N -1.009; N -0.453; H 0.357; H 0.441; H 0.313; H 0.285; H 0.267; H 0.302; H 0.209

***

Energies relative to the minimum, kJ/mol: i 0.0; ii 254.7

***

## i
Computed, not measured: a single C3H7N5 molecule, with ωB97M-V with the def2-TZVPD basis set.

Geometry as XYZ:
```
15
C3H7N5, DFT ωB97M-V with the def2-TZVPD basis set
C -1.976 -0.761 0.829
N -1.231 -0.319 -0.367
C -1.792 0.956 -0.735
N 0.143 -0.149 -0.068
C 1.190 -0.875 -0.662
N 2.282 -0.403 -0.177
N 1.949 0.712 0.507
N 0.664 0.848 0.636
H -3.046 -0.906 0.629
H -1.618 -1.855 1.119
H -1.865 -0.033 1.687
H -2.749 0.646 -1.389
H -0.974 1.553 -1.402
H -1.936 1.598 0.286
H 1.004 -1.742 -1.236
```

- Kohn-Sham gap (eV) = 10.85

So, what does the Mulliken scheme give us? The charges, in e, come out as: C -0.811; N -0.305; C -0.720; N 0.572; C -0.077; N -0.323; N -0.414; N -0.142; H 0.328; H 0.257; H 0.355; H 0.290; H 0.270; H 0.279; H 0.442

***

## ii
Computed, not measured: a 2-piece molecular cluster, C3H7N5 overall, with ωB97M-V with the def2-TZVPD basis set.

Geometry as XYZ:
```
15
C3H7N5, DFT ωB97M-V with the def2-TZVPD basis set
C -1.312 -0.193 -0.148
C 0.820 -0.642 -0.058
C 0.684 0.671 0.150
H -2.946 -0.968 -0.591
H -2.877 0.077 1.078
H 2.454 -1.530 -0.947
H 1.736 -2.260 0.783
H 2.541 0.979 0.248
H 1.418 2.811 0.391
H -0.961 1.943 -0.511
N -2.735 -0.076 -0.019
N -0.503 -1.171 -0.106
N 1.939 -1.384 0.144
N 1.535 1.573 -0.247
N -0.595 1.047 0.212
```

- Kohn-Sham gap (eV) = 7.76

So, what does the Mulliken scheme give us? The charges, in e, come out as: C 0.129; C 0.302; C 0.163; H 0.358; H 0.303; H 0.301; H 0.283; H 0.343; H 0.295; H 0.332; N -0.513; N -0.639; N -0.592; N -0.653; N -0.413

***

Energies relative to the minimum, kJ/mol: i 0.0; ii 179.1

***

## i
Computed, not measured: a 14-piece molecular cluster, H29O14 overall, with ωB97M-V with the def2-TZVPD basis set.

Geometry as XYZ:
```
43
H29O14, DFT ωB97M-V with the def2-TZVPD basis set
O 0.885 -0.484 1.894
H -3.874 1.953 0.597
O 0.906 -0.278 -1.997
H 1.923 0.856 -0.790
H -0.010 -0.362 -1.825
O -3.494 -2.333 1.358
H 3.407 -2.126 -0.586
H -3.717 -2.982 1.870
O 2.042 0.930 0.137
H 0.979 2.684 2.512
H 2.870 0.655 0.589
O 2.393 -2.764 1.567
H 2.428 -3.250 0.809
H 3.001 -3.246 2.232
O -1.395 -0.838 0.776
H 2.682 2.722 0.147
H 2.489 -2.518 -1.617
O -2.513 -0.415 -2.758
H -3.395 -0.101 -2.896
H 0.825 0.194 -2.885
O -3.039 1.733 0.356
H -2.473 2.700 0.401
H 4.116 3.044 0.765
O 0.685 1.871 2.064
H 1.624 -0.767 1.374
H -0.001 -0.999 1.349
O -0.181 -3.809 1.104
H 1.525 3.934 -1.395
H -3.901 -1.503 1.246
O 3.081 -2.991 -0.962
H -1.752 -0.153 0.238
H 0.711 0.472 2.010
O -3.145 2.252 -2.431
H 1.007 2.228 1.199
H -3.507 1.967 -3.228
O 0.742 3.609 -1.656
H -3.830 2.083 -1.788
H 0.634 3.295 -2.434
O 3.216 3.313 0.717
H -0.162 -4.405 0.519
H -2.088 -1.295 1.450
H -1.101 -3.607 1.306
H -1.868 0.161 -2.506
```

- Kohn-Sham gap (eV) = 10.86
- net charge = +1

So, what does the Mulliken scheme give us? The charges, in e, come out as: O -0.458; H 0.279; O -0.587; H 0.327; H 0.234; O -0.565; H 0.311; H 0.247; O -0.605; H 0.395; H 0.324; O -0.543; H 0.352; H 0.264; O -0.582; H 0.327; H 0.328; O -0.567; H 0.264; H 0.323; O -0.642; H 0.366; H 0.294; O -0.674; H 0.297; H 0.559; O -0.487; H 0.296; H 0.301; O -0.697; H 0.237; H 0.585; O -0.602; H 0.247; H 0.266; O -0.518; H 0.316; H 0.241; O -0.625; H 0.230; H 0.375; H 0.257; H 0.313

***

## ii
Computed, not measured: a 14-piece molecular cluster, H29O14 overall, with ωB97M-V with the def2-TZVPD basis set.

Geometry as XYZ:
```
43
H29O14, DFT ωB97M-V with the def2-TZVPD basis set
O -0.658 2.099 -3.539
H -3.973 0.757 1.681
O 3.124 -1.447 -0.645
H -2.149 2.285 -1.633
H 3.823 -2.146 -0.313
O -2.017 -1.602 -3.513
H 1.636 3.492 0.197
H -1.336 -2.206 -3.939
O -1.820 2.275 -0.679
H -2.391 -3.969 -0.987
H -2.420 1.620 -0.203
O -1.644 -0.698 3.637
H -1.506 -1.499 4.250
H -1.674 -1.024 2.753
O -0.528 -1.046 -1.474
H 2.164 0.589 -1.906
H 0.199 2.984 0.096
O 3.950 1.144 -0.715
H 3.167 0.998 -0.047
H 2.490 -1.971 -1.194
O -3.099 0.814 1.614
H -2.702 0.633 2.471
H 0.473 0.753 -2.050
O -1.947 -3.583 -1.669
H -0.538 2.756 -4.199
H -1.103 2.635 -2.879
O 1.677 2.611 4.123
H 2.801 -1.495 3.665
H -2.649 -2.108 -3.039
O 1.186 2.642 0.403
H -1.313 -0.983 -2.003
H 1.427 1.846 -1.190
O -1.650 -2.736 1.081
H -1.712 -4.345 -2.275
H -2.647 -2.898 1.366
O 3.128 -0.572 3.868
H -1.242 -3.592 0.739
H 2.795 0.106 3.484
O 1.384 1.185 -2.073
H 2.286 3.111 3.590
H -0.781 -1.393 -0.642
H 1.110 3.337 4.322
H 4.676 0.642 -0.531
```

- Kohn-Sham gap (eV) = 10.47
- net charge = +1

So, what does the Mulliken scheme give us? The charges, in e, come out as: O -0.557; H 0.243; O -0.569; H 0.335; H 0.301; O -0.689; H 0.383; H 0.319; O -0.608; H 0.274; H 0.295; O -0.670; H 0.318; H 0.333; O -0.585; H 0.489; H 0.354; O -0.626; H 0.299; H 0.307; O -0.580; H 0.342; H 0.449; O -0.519; H 0.300; H 0.258; O -0.568; H 0.309; H 0.337; O -0.791; H 0.343; H 0.493; O -0.719; H 0.303; H 0.351; O -0.584; H 0.313; H 0.272; O -0.345; H 0.290; H 0.250; H 0.283; H 0.263

***

Energies relative to the minimum, kJ/mol: i 159.5; ii 0.0